Record 1
The following is a quantum chemistry calculation of C49H50IN10O3 as an isolated structure, from the OMol25 dataset.

Values from the calculation:
Orbital gap in eV: 6.2
Calculated total energy in eV: -80760.740
LUMO level in Eh: -0.1637
Charge: +1

Last column: Mulliken charge in e.
CARTESIAN COORDINATES (ANGSTROEM)
C  6.132  -5.827  -2.059  1.1864
H  -8.679  4.522  6.306  0.3796
O  5.941  -7.890  -0.992  -0.4981
N  4.011  -0.203  -3.829  -0.3417
C  6.510  -5.034  -3.155  0.5140
H  8.549  -3.593  -4.355  0.3783
C  -2.171  0.859  1.093  -0.2671
C  7.521  -5.498  -4.195  -0.6097
C  -0.200  3.524  2.654  -0.2019
H  2.625  7.250  -2.691  0.3833
H  4.872  2.817  -5.044  0.4173
C  -0.159  -3.545  0.634  -0.6365
H  -7.543  2.412  7.007  0.3226
H  1.549  0.659  2.317  0.3478
C  -1.552  -0.113  -3.312  -0.4627
H  0.551  -1.514  0.478  0.4966
H  0.469  -0.577  -2.729  0.4385
H  10.327  -5.159  -1.145  0.2838
H  -10.904  1.101  11.865  0.3657
H  3.712  3.555  -2.958  0.7499
C  -10.212  1.248  11.045  -0.1447
C  -9.974  0.232  10.134  -0.5339
H  -0.441  4.253  -5.015  0.4468
C  0.469  -4.912  -1.221  -0.8137
C  -0.201  3.875  1.315  -0.7024
C  3.798  2.502  -3.202  -0.5984
C  0.207  4.951  -4.501  -0.7193
H  -1.167  6.601  -4.578  0.3961
C  -1.785  0.337  -5.638  -0.3642
N  -0.486  0.149  -5.876  -0.5881
C  -8.185  3.892  5.576  -0.1489
H  -0.686  4.154  3.388  0.4025
C  0.511  -2.497  0.019  -0.2933
C  6.613  -7.240  -1.752  0.4803
C  -0.179  -4.775  -0.003  -0.2530
C  -8.175  4.244  4.236  -0.6794
C  -0.200  -0.314  -3.539  0.0815
H  -10.471  -0.725  10.221  0.3557
C  -2.669  0.691  2.376  -0.9370
C  3.265  1.541  -2.360  -0.4748
H  -0.683  4.780  0.974  0.4045
H  -4.832  1.526  -0.626  0.3859
H  -1.113  0.756  0.887  0.8018
C  1.110  -3.802  -1.747  -0.3565
H  0.476  -5.855  -1.751  0.4277
N  2.314  5.366  -3.432  -0.2837
H  5.011  0.374  -5.525  0.4047
N  -6.917  2.273  3.697  -0.2391
N  5.146  -3.313  -2.392  0.4105
N  9.732  -5.558  -1.865  -0.3518
H  -0.652  -3.399  1.585  0.4379
H  0.454  2.044  4.076  0.4525
C  0.433  3.032  0.416  -0.1301
H  1.816  3.548  -4.234  0.4343
C  -8.678  2.591  9.822  -0.0833
C  -4.240  1.289  0.251  -0.4539
H  -4.462  0.719  3.562  0.2987
H  7.733  -6.564  -4.167  -0.1655
H  4.925  -5.889  -0.284  0.5638
H  -0.692  -5.617  0.444  0.3999
C  1.039  1.583  2.062  -0.3071
H  -7.500  3.636  2.283  0.3549
C  5.993  -3.766  -3.306  -0.6338
H  -8.140  3.519  9.659  0.3849
C  5.227  -5.284  -1.133  -1.1376
O  7.778  -7.765  -2.256  -0.6564
C  1.463  4.559  -4.068  -0.0669
C  4.522  0.738  -4.628  -0.4217
N  1.141  -2.608  -1.151  0.0394
H  4.101  -3.581  -0.601  0.5077
C  1.912  6.618  -3.208  -0.3106
H  4.795  -2.357  -2.520  0.0547
C  8.817  -4.610  -4.053  -0.7534
H  -1.966  -0.214  -2.316  0.3842
H  -8.859  -0.297  8.370  0.3671
C  -4.032  0.840  2.576  -0.0340
C  -0.192  6.255  -4.258  -0.2327
H  -6.429  1.032  5.254  0.3934
C  -9.551  2.455  10.889  -0.5434
H  9.647  -5.027  -4.631  0.4728
C  3.398  0.214  -2.715  0.2740
H  7.087  -5.293  -5.186  0.4168
C  0.676  7.109  -3.596  -0.4818
H  -9.709  3.272  11.579  0.3575
H  1.632  -3.857  -2.698  0.5694
H  -3.426  0.387  -4.250  0.4199
N  1.049  1.901  0.765  -0.1873
N  -8.432  1.625  8.935  -0.3929
C  9.129  -4.494  -2.553  0.4890
H  1.333  -0.313  -5.053  0.4587
N  -2.930  1.152  0.036  -0.3107
C  -2.365  0.220  -4.383  -0.3505
H  -8.656  5.149  3.891  0.3704
H  2.753  1.815  -1.445  0.3975
C  -7.555  2.722  5.969  -0.1649
H  2.992  -0.572  -2.083  0.1224
H  -2.383  0.593  -6.506  0.3723
H  10.289  -6.130  -2.493  0.2528
C  -4.839  1.146  1.494  -0.3372
C  0.280  -0.169  -4.831  -0.4357
I  7.271  -9.238  -3.560  0.3066
O  8.856  -3.488  -1.924  -0.5999
C  4.777  -4.016  -1.333  -0.4380
C  -7.531  3.402  3.342  -0.0649
H  -2.006  0.450  3.196  0.3812
H  0.401  8.134  -3.387  0.3802
C  -9.079  0.470  9.104  -0.1895
C  -6.938  1.955  4.994  -0.4677
H  -5.905  1.271  1.613  0.4874
H  0.453  3.265  -0.644  0.4885
C  4.443  2.096  -4.362  -0.4420
H  6.263  -3.109  -4.128  0.4770
C  0.432  2.353  3.040  -0.5362

=====

Record 2
The following is a quantum chemistry calculation of a 2-piece molecular cluster, C28H32NO2 overall, from the OMol25 dataset.

Values from the calculation:
Orbital gap in eV: 5.4
Calculated total energy in eV: -35132.334
LUMO level in Eh: -0.1821
Energy relative to the best compared isomer or geometry (same formula, charge and spin) in kJ/mol: 55.4
Charge: +1

Last column: natural (NBO) charge in e.
CARTESIAN COORDINATES (ANGSTROEM)
H  -3.586  -1.625  -0.794  0.2255
C  -0.948  3.810  2.326  0.3724
C  4.442  -2.032  -2.028  -0.4135
H  1.807  -1.292  1.048  0.1980
H  -2.942  -2.313  4.109  0.2388
C  -1.178  -0.176  -0.971  -0.3166
H  -0.715  -1.604  -3.241  0.2148
H  -0.057  -1.859  -5.635  0.2324
C  -3.143  -2.092  3.059  -0.3352
H  -3.370  1.446  1.973  0.2351
H  1.221  -0.053  -6.790  0.2339
O  -4.823  -3.871  2.897  -0.4731
H  1.624  2.116  -5.630  0.2346
H  3.900  -2.341  -2.923  0.2087
H  -3.538  -4.748  4.331  0.1923
H  4.083  -2.637  0.022  0.1658
H  5.331  -2.667  -1.911  0.2180
C  2.642  -0.594  0.864  -0.3970
H  -0.029  1.621  -1.352  0.2173
H  4.888  0.373  -0.164  0.1621
C  -2.520  -1.038  2.408  -0.0536
H  4.443  -0.120  -3.062  0.2067
C  -1.405  1.347  1.027  -0.1845
H  -4.669  -3.510  4.982  0.1889
C  0.168  -0.934  -5.108  -0.2163
C  0.483  5.609  3.106  -0.2632
C  3.524  -2.165  -0.803  -0.2122
H  0.268  6.512  3.674  0.2206
H  1.108  3.614  1.622  0.2293
C  -4.548  -4.320  4.249  -0.2622
C  0.867  0.091  -5.764  -0.1405
C  4.130  0.160  -0.936  -0.2100
H  1.189  4.967  3.656  0.1918
C  0.045  0.425  -3.086  -0.0525
C  -2.408  1.946  1.842  -0.1227
H  -1.934  -0.354  3.028  0.2231
C  -0.223  -0.785  -3.775  -0.1545
C  -4.282  -2.628  0.961  -0.2610
H  2.296  0.440  0.977  0.1801
H  0.969  2.395  -3.245  0.2185
C  -0.327  0.635  -1.713  0.0095
C  -3.478  -1.727  0.286  -0.1285
H  0.896  5.866  2.118  0.1886
H  -1.509  -1.127  -1.399  0.2224
H  5.912  -0.394  -2.081  0.2181
C  -4.081  -2.875  2.342  0.3862
C  -1.713  0.108  0.316  0.2599
H  -3.015  3.706  2.920  0.2463
H  3.400  -0.770  1.654  0.1711
O  -0.824  4.983  2.998  -0.4710
C  0.107  3.172  1.634  -0.2636
C  -2.219  3.185  2.401  -0.2655
H  2.644  -2.812  -0.986  0.1930
N  3.147  -0.787  -0.467  -0.4567
C  -2.587  -0.870  0.991  -0.1903
C  0.733  1.462  -3.778  -0.1523
C  4.823  -0.540  -2.128  -0.4086
C  -0.141  1.985  0.973  -0.1494
H  -5.300  -5.092  4.414  0.2207
H  -5.063  -3.199  0.466  0.2459
H  0.686  1.539  0.417  0.2226
H  3.684  1.132  -1.215  0.1836
C  1.115  1.305  -5.104  -0.2224

=====

Largest force on an atom for every record listed, in sequence, given in eV/Å: 1.722; 1.374.